ORCA calculation (wB97M-V/def2-TZVPD) on the ion C3H8N5O with charge +1.

CARTESIAN COORDINATES (ANGSTROEM)
N: -1.49259 -0.31201 1.54976
C: -0.75773 -1.26212 0.99380
N: -0.68788 -2.53401 1.53541
N: 0.10492 -0.95023 0.03033
N: -0.02434 0.29718 -0.58607
N: 0.57029 1.37986 0.07219
C: 1.21799 2.10850 -0.71696
C: 1.16067 1.62895 -2.12259
O: 0.52919 0.29018 -1.91765
H: -2.31937 -0.61847 2.12876
H: -1.17514 0.68098 1.37805
H: -1.32389 -2.47449 2.36545
H: -0.69901 -3.41041 0.96112
H: 0.91484 -1.54713 -0.10287
H: 1.47038 3.05705 -0.34483
H: 0.38618 2.22751 -2.61905
H: 2.12549 1.43868 -2.60486

Force components x, y, z for each atom (eV/Å):
N -0.595 0.038 0.318
C 0.942 -0.970 0.234
N -1.830 1.142 0.399
N 0.455 0.322 -0.417
N -0.128 1.244 -1.008
N -0.304 -1.231 1.731
C -0.774 -0.577 -0.390
C -1.074 -1.661 0.637
O 0.539 -0.093 0.104
H 1.398 1.127 -0.929
H -0.974 -1.415 0.438
H 1.040 -1.262 -0.932
H -0.052 1.445 0.689
H 0.162 0.288 -0.215
H 0.941 1.092 0.122
H 0.702 0.027 -0.592
H -0.449 0.485 -0.189

Maximum force   2.2 eV/A
Kohn-Sham gap   10.1 eV
Charge   +1
Lowest unoccupied orbital energy   -3.0133 eV
Energy relative to the best compared isomer or geometry (same formula, charge and spin)   19.4 kcal/mol

=====

ORCA calculation (wB97M-V/def2-TZVPD) on a cluster of 2 separate species, C3H3BrO in total.

CARTESIAN COORDINATES (ANGSTROEM)
C: -0.07690 -0.22022 -0.06983
C: 0.76286 0.82411 0.12190
C: 0.84815 2.11829 -0.02624
O: 1.33749 3.21198 0.00509
H: 0.13107 -1.27694 -0.03288
H: -0.99255 -0.05180 -0.61352
Br: 3.59096 -0.71944 -0.10393
H: 2.33146 0.22153 0.03553

Force components x, y, z for each atom (eV/Å):
C 0.555 1.650 -1.267
C -1.198 -2.537 -0.099
C 2.545 4.181 0.541
O -2.164 -3.459 -0.370
H 0.738 -0.046 0.723
H -0.590 0.290 0.326
Br -0.965 0.772 0.091
H 1.080 -0.851 0.056

Maximum force   4.9 eV/A
Kohn-Sham gap   8.1 eV
Charge   0
Lowest unoccupied orbital energy   -1.6709 eV
Energy relative to the best compared isomer or geometry (same formula, charge and spin)   43.6 kcal/mol

=====

ORCA calculation (wB97M-V/def2-TZVPD) on a cluster of 7 separate species, C32H58NO11PS in total.

CARTESIAN COORDINATES (ANGSTROEM)
C: 0.68139 -1.82922 1.91507
C: -0.23128 -2.26202 0.75504
P: 0.69812 -2.36457 -0.82469
C: -0.36822 -3.40773 -1.91081
C: -0.48811 -4.82560 -1.33424
C: 0.49412 -0.62649 -1.55211
O: 1.48503 -0.41795 -2.60882
C: 2.68040 -0.87044 -2.46102
N: 3.74741 -1.28229 -2.33544
C: -0.88188 -0.37213 -2.22295
C: -0.91870 -0.66824 -3.72178
C: -2.31211 -1.01188 -4.18178
O: -2.63797 -2.07117 -4.62680
O: -3.19416 0.02893 -4.04246
O: -1.18205 1.03417 -2.02130
C: -0.10925 1.59946 -1.40262
O: 0.23605 2.71887 -1.62048
C: 0.54969 0.54296 -0.54220
C: 1.93653 0.91228 -0.04349
C: 2.03481 2.17213 0.83787
C: 0.77901 2.72024 1.51117
S: -0.00129 1.59575 2.71908
H: 1.66059 -2.30336 1.81895
H: 0.24450 -2.15412 2.86202
H: 0.82134 -0.75004 1.96433
H: -1.10038 -1.59814 0.66717
H: -0.61050 -3.26395 0.95687
H: 0.10804 -3.47274 -2.89269
H: -1.37155 -3.00694 -2.07607
H: 0.47237 -5.34460 -1.35134
H: -1.17114 -5.40462 -1.96170
H: -0.89640 -4.84148 -0.32531
H: -1.64458 -0.92495 -1.67152
H: -0.55035 0.22090 -4.23729
H: -0.28250 -1.51468 -3.96144
H: -3.98224 -0.28486 -3.58136
H: -0.13491 0.23737 0.25444
H: 2.39219 0.05403 0.45574
H: 2.54867 1.09695 -0.93042
H: 2.43588 2.99526 0.24035
H: 2.75689 1.98164 1.63574
H: 0.03024 3.05051 0.79345
H: 1.06913 3.60892 2.07219
H: -1.18989 1.47209 2.11746
C: -5.84838 2.37247 -7.77060
C: -5.90408 2.67147 -6.29318
C: -4.58570 2.82625 -5.57906
O: -6.95564 2.77043 -5.70189
H: -6.85642 2.27811 -8.16653
H: -5.32249 3.17305 -8.29371
H: -5.29871 1.44527 -7.94164
H: -4.00488 3.63629 -6.02349
H: -4.00948 1.90358 -5.66306
H: -4.76134 3.04286 -4.52796
C: 5.59347 -0.67832 1.00478
C: 5.07046 0.05217 2.21340
C: 6.04070 0.93845 2.95579
O: 3.91930 -0.05976 2.57689
H: 4.79786 -1.26984 0.55615
H: 5.96706 0.03390 0.26639
H: 6.41368 -1.33226 1.30315
H: 6.43287 1.70900 2.28948
H: 6.87491 0.33893 3.32162
H: 5.53049 1.40909 3.79381
C: 1.02863 6.99144 0.96303
C: 1.47531 6.76222 2.38693
C: 1.89087 7.98168 3.17310
O: 1.49893 5.65545 2.87222
H: 0.75779 6.04450 0.50180
H: 0.17024 7.66536 0.94448
H: 1.83162 7.45855 0.38996
H: 1.06228 8.68977 3.22984
H: 2.72327 8.48153 2.67464
H: 2.18911 7.68815 4.17635
C: -3.07420 -6.48315 3.31662
C: -1.72792 -6.14760 2.72591
C: -0.55634 -6.97846 3.18668
O: -1.59334 -5.25440 1.92095
H: -3.83178 -5.81884 2.90887
H: -3.33400 -7.51851 3.08937
H: -3.04153 -6.37821 4.40243
H: -0.73078 -8.03056 2.95471
H: -0.43873 -6.89046 4.26811
H: 0.35160 -6.64154 2.69257
C: -9.60269 2.23106 -1.60985
C: -8.19364 1.68538 -1.62469
C: -7.22733 2.35483 -2.56603
O: -7.86880 0.75522 -0.92239
H: -10.20721 1.67072 -0.90085
H: -9.59198 3.28576 -1.32919
H: -10.04081 2.15686 -2.60658
H: -7.13191 3.41423 -2.32123
H: -7.57349 2.27610 -3.59676
H: -6.25394 1.87489 -2.47888
C: 6.76162 -2.87268 5.34807
C: 7.88901 -2.56586 4.39342
C: 9.27880 -2.95545 4.83279
O: 7.68587 -2.03204 3.32710
H: 5.81674 -2.54547 4.92044
H: 6.72174 -3.94519 5.54647
H: 6.92828 -2.36378 6.29922
H: 9.32544 -4.03064 5.01389
H: 9.53080 -2.44900 5.76615
H: 9.99786 -2.68367 4.06421

Force components x, y, z for each atom (eV/Å):
C -0.084 -0.259 -0.096
C -0.025 0.360 0.030
P 0.615 -0.091 -0.043
C -0.221 -0.074 0.064
C -0.103 -0.101 -0.338
C -0.853 -0.452 0.510
O 0.008 0.250 -0.458
C -0.200 -0.157 0.371
N 0.313 0.041 -0.148
C -0.011 0.330 0.206
C -0.068 -0.048 -0.021
C -0.076 0.280 -0.144
O -0.087 -0.255 0.156
O 0.410 0.063 0.580
O 0.312 -0.189 -0.365
C -0.077 0.023 0.059
O -0.129 0.250 0.213
C 0.462 -0.413 -0.586
C 0.097 0.077 -0.166
C -0.053 0.073 0.267
C 0.054 0.231 0.015
S -0.045 0.093 0.090
H -0.011 0.049 0.051
H 0.012 0.111 0.001
H 0.055 -0.202 0.003
H -0.075 -0.127 0.069
H -0.018 0.012 -0.098
H 0.033 0.079 0.038
H 0.003 0.037 0.073
H 0.005 0.093 0.151
H 0.046 0.023 0.023
H 0.106 0.002 -0.021
H 0.034 -0.089 -0.047
H -0.029 -0.073 -0.033
H 0.030 0.032 -0.045
H -0.289 -0.124 -0.439
H 0.031 0.379 0.055
H -0.150 0.029 0.103
H 0.037 -0.022 0.082
H -0.036 -0.032 0.014
H 0.049 -0.061 -0.126
H 0.004 -0.130 0.027
H -0.058 -0.087 -0.059
H -0.034 0.005 -0.017
C -0.120 0.017 0.018
C 0.048 -0.007 0.069
C -0.091 0.016 0.068
O -0.033 0.012 -0.199
H 0.005 0.000 0.000
H 0.047 -0.028 -0.002
H 0.046 0.024 -0.007
H 0.038 -0.052 -0.048
H 0.066 0.040 -0.029
H 0.017 0.002 -0.002
C -0.173 -0.047 0.017
C 0.028 -0.030 -0.067
C -0.143 0.020 0.105
O -0.014 -0.028 0.033
H 0.004 0.019 -0.030
H 0.067 -0.012 0.016
H 0.064 0.070 -0.008
H 0.064 -0.047 -0.021
H 0.053 0.010 -0.096
H 0.003 0.014 -0.011
C -0.005 -0.109 0.014
C -0.021 0.000 -0.061
C 0.013 -0.081 0.076
O 0.053 0.100 0.072
H 0.001 0.003 0.000
H 0.029 0.041 -0.011
H -0.020 0.049 0.006
H 0.018 0.028 -0.039
H -0.031 0.034 -0.024
H -0.001 0.002 -0.004
C -0.026 0.086 -0.070
C 0.012 -0.005 0.012
C 0.051 0.071 -0.074
O -0.022 -0.002 0.034
H 0.003 -0.004 0.002
H 0.016 -0.018 0.047
H 0.008 -0.051 0.008
H -0.018 -0.012 0.049
H -0.026 -0.044 0.010
H -0.005 0.000 0.003
C -0.004 -0.084 0.086
C -0.027 0.026 0.000
C 0.075 -0.212 0.144
O 0.006 0.004 -0.025
H 0.002 0.004 -0.004
H -0.002 0.016 -0.051
H 0.016 0.050 -0.014
H -0.053 0.024 -0.068
H -0.014 0.114 0.057
H 0.013 0.037 0.008
C -0.055 0.054 -0.088
C -0.042 -0.026 0.030
C 0.017 0.046 -0.108
O 0.051 0.004 0.021
H 0.004 0.000 0.003
H 0.028 0.004 0.045
H 0.021 -0.043 0.023
H -0.007 0.005 0.052
H -0.014 -0.041 0.030
H -0.002 -0.002 0.004

Maximum force   1.1 eV/A
Kohn-Sham gap   8.9 eV
Charge   0
Lowest unoccupied orbital energy   0.4832 eV
Energy relative to the best compared isomer or geometry (same formula, charge and spin)   0.0 kcal/mol

=====

ORCA calculation (wB97M-V/def2-TZVPD) on a cluster of 2 separate species, C4H10NO in total.

CARTESIAN COORDINATES (ANGSTROEM)
C: 1.74449 0.95464 -0.08410
C: -3.13286 0.75396 0.21666
C: 2.81789 -1.13526 0.18861
C: -2.31937 -0.38289 -0.31824
N: 1.80861 -0.29607 -0.25000
O: -1.10553 -0.17582 -0.38603
H: 0.76753 1.45810 -0.20417
H: 2.49225 1.64971 0.08335
H: -2.51215 1.65826 0.33882
H: -3.64830 0.38499 1.16905
H: -3.93191 1.08714 -0.58527
H: 2.41108 -1.47720 1.07062
H: 3.66478 -0.57661 0.29085
H: 2.92854 -2.02665 -0.48624
H: -2.92535 -1.21917 -0.60765
H: 0.94031 -0.65712 -0.43624

Force components x, y, z for each atom (eV/Å):
C -2.618 0.823 -1.122
C -1.980 0.488 -0.699
C 0.116 -2.994 -2.286
C 1.199 3.437 0.758
N 0.119 3.248 0.191
O -0.796 -1.789 -0.424
H 0.368 -0.758 -0.190
H 2.207 0.487 0.748
H -0.195 -0.641 0.434
H 0.460 0.834 -1.261
H 1.162 -1.011 1.661
H -0.108 -1.155 2.414
H 2.558 1.006 0.496
H 0.121 1.018 0.510
H 0.447 -1.325 -0.447
H -3.060 -1.666 -0.783

Maximum force   3.8 eV/A
Kohn-Sham gap   9.1 eV
Charge   +1
Lowest unoccupied orbital energy   -4.7986 eV
Energy relative to the best compared isomer or geometry (same formula, charge and spin)   48.5 kcal/mol

=====

ORCA calculation (wB97M-V/def2-TZVPD) on an isolated molecule of N2O4.

CARTESIAN COORDINATES (ANGSTROEM)
O: -0.78086 1.62725 -1.37198
N: -0.74302 0.87504 -0.48476
O: 0.24829 -0.14288 -0.73592
N: 0.39186 -0.69109 0.59379
O: 0.96898 -1.70533 0.64974
O: -0.08524 0.03700 1.34913

Force components x, y, z for each atom (eV/Å):
O 0.218 -0.622 0.555
N -1.260 1.637 -2.535
O 0.459 -0.425 -0.611
N 0.313 0.188 -2.248
O 0.572 -1.251 0.111
O -0.302 0.474 4.729

Maximum force   4.8 eV/A
Kohn-Sham gap   10.5 eV
Charge   0
Lowest unoccupied orbital energy   -0.8321 eV
Energy relative to the best compared isomer or geometry (same formula, charge and spin)   16.0 kcal/mol